DFT (wB97M-V/def2-TZVPD) results for 4 unconnected molecules or ions with the total composition C47H77N5O8P.

Calculated values
Strongest force on any atom ... 9.0 eV/A
E_HOMO (spin up / spin down) ... -8.89 / -9.00 eV
E_tot ... -83082.6949 eV
2S+1 ... 4
LUMO (spin up / spin down) ... -1.5 / -1.5 eV
Expectation value of S² ... 3.76
HOMO-LUMO gap (spin up / spin down) ... 7.377 / 7.489 eV

The geometry in XYZ format:
```
138
Properties=species:S:1:pos:R:3:forces:R:3:mulliken_charge:R:1
C 1.441856 4.630844 -3.722214 0.0 0.1 0.6 -0.8998
C 2.094535 3.121815 -3.743954 -1.2 0.2 1.1 0.0522
O 2.794971 2.769013 -4.989443 1.0 -2.5 1.7 -0.1904
P 3.264496 1.058512 -4.945048 -3.1 -2.3 -2.1 0.8187
O 2.055513 0.252123 -5.600838 4.0 2.7 2.7 -0.7248
C 4.816856 0.724812 -6.072640 0.0 0.1 -0.3 -0.7920
C 4.894401 1.887332 -7.226097 0.1 -0.6 -0.5 -0.4434
C 5.748436 3.224007 -6.811797 -0.2 0.8 0.4 -0.4843
C 4.871357 4.604460 -6.699717 -2.1 2.7 -0.1 0.7211
C 4.982371 5.626359 -5.395579 -2.0 1.2 -1.6 0.6350
C 6.021469 5.353353 -4.117154 1.9 -0.5 2.6 -0.3416
C 5.508793 4.862486 -2.653688 1.7 -0.1 0.2 -0.0248
C 6.462337 4.562756 -1.327440 2.5 2.2 -5.4 -0.4631
C 8.068530 4.885335 -1.669753 -4.0 0.3 -2.5 -0.3218
C 8.368777 5.408587 -3.182122 -1.3 -0.7 1.2 -0.1167
N 7.469089 5.620610 -4.351197 -2.0 -1.7 5.0 -0.3853
C 4.056143 6.992149 -5.316189 -0.4 -2.0 -3.0 -0.4053
C 3.016398 7.417860 -6.531345 2.0 -3.8 -1.0 -0.5442
C 2.923299 6.432196 -7.840792 2.1 -0.9 3.0 -0.1069
C 3.837374 5.043472 -7.893623 -0.6 2.4 1.8 -0.0574
C 3.460956 4.367714 -9.339016 1.2 -2.3 -1.8 0.2441
O 3.868717 3.255115 -9.954524 -2.5 7.1 3.9 -0.5543
N 2.485581 5.339701 -10.008102 0.7 1.2 0.5 -0.1474
C 2.018853 6.568059 -9.233735 -1.2 2.2 0.1 0.2969
O 1.132257 7.523377 -9.564660 5.9 -6.5 1.8 -0.5503
O 3.712419 0.505615 -3.354674 -2.0 1.3 -2.9 -0.4237
C 2.564986 -0.049794 -2.612572 -0.4 -0.4 2.1 0.0045
C 2.641484 0.640114 -1.091040 0.2 0.0 -1.1 -0.8313
H 0.890006 4.937670 -4.712956 1.3 -0.8 1.9 0.2663
H 0.619098 4.657877 -2.857777 1.8 -0.3 -1.9 0.3272
H 2.243567 5.445629 -3.412312 -1.6 -1.7 -1.0 0.1395
H 1.191079 2.363143 -3.596779 1.9 1.5 -0.3 0.2287
H 2.854568 3.005066 -2.855775 -1.6 0.2 -1.6 0.1397
H 4.562232 -0.306462 -6.617462 0.3 2.3 1.4 0.3642
H 5.799783 0.565113 -5.457645 -1.9 0.6 -1.1 0.3632
H 3.785183 2.133744 -7.542732 2.4 -0.4 0.5 0.2390
H 5.446811 1.392613 -8.160263 -1.4 1.2 2.0 0.3656
H 6.559637 3.397784 -7.656981 -1.6 -0.2 2.0 0.3245
H 6.270672 3.076728 -5.748404 -1.0 0.4 -2.5 0.3145
H 4.342020 4.668896 -2.530756 2.8 0.5 -0.3 -0.0026
H 6.072369 4.210138 -0.282742 0.7 0.8 -2.4 0.3252
H 8.918316 4.745412 -0.853681 -2.0 0.4 -2.1 0.2778
H 9.518654 5.666948 -3.386484 -2.9 -0.6 0.3 0.2969
H 4.113262 7.713776 -4.370333 0.0 -1.9 -2.3 0.3131
H 2.345363 8.379318 -6.531589 1.6 -2.1 0.2 0.3205
H 2.659292 5.494373 -11.046885 -0.7 -0.6 1.9 0.3044
H 1.513715 0.249062 -3.042057 2.3 -0.9 0.4 0.1828
H 2.728852 -1.229465 -2.572041 -0.6 2.7 -0.1 0.2581
H 3.717854 1.108780 -0.972896 -2.2 -1.1 -0.1 0.2149
H 1.857008 1.518209 -1.101893 1.5 -1.8 0.4 0.1879
H 2.435883 -0.161898 -0.260738 0.3 1.8 -1.6 0.2839
C -2.841834 -4.883324 -1.391631 -0.1 -0.3 -0.1 -1.8716
C -1.584504 -3.969158 -1.404726 -1.9 0.5 0.3 2.1905
C -1.410732 -3.342925 -2.815090 0.3 -0.1 0.0 -1.0877
C -0.904081 -4.333830 -3.859532 -0.1 0.0 0.0 -0.5585
C 0.364857 -5.033496 -3.382579 -0.1 0.4 0.1 -1.1440
C 0.227047 -5.678814 -1.978071 0.5 -1.9 -0.5 1.6583
N -0.380240 -4.751113 -0.965826 3.5 3.7 -0.5 0.2598
O 0.613060 -3.826697 -0.589960 -2.6 -2.6 -0.6 -0.4871
C -0.623810 -6.973091 -2.075187 -0.2 -0.1 0.0 -1.6729
C 1.636441 -6.205447 -1.549374 -0.1 0.7 0.4 -1.7475
C -1.954742 -2.824094 -0.404838 0.7 -0.1 0.0 -2.2522
H -3.763162 -4.302701 -1.259187 0.4 0.1 0.0 0.4589
H -2.984557 -5.434114 -2.321567 0.1 -0.1 0.1 0.2955
H -2.804873 -5.600465 -0.562885 0.1 0.1 -0.2 0.3500
H -0.705127 -2.502812 -2.765942 0.0 -0.1 0.2 0.2624
H -2.362938 -2.918527 -3.159180 0.1 -0.1 0.3 0.3462
H -1.678167 -5.071718 -4.097868 0.0 0.0 0.1 0.3048
H -0.696739 -3.800375 -4.794637 0.0 -0.1 0.1 0.4074
H 0.650214 -5.792037 -4.121929 0.0 -0.1 0.3 0.3702
H 1.178901 -4.296761 -3.375605 -0.1 -0.1 0.2 0.2776
H -0.834567 -7.382288 -1.078828 0.0 0.2 -0.2 0.3662
H -0.092575 -7.752822 -2.637113 0.1 0.3 0.1 0.4445
H -1.569389 -6.839288 -2.596538 0.0 0.1 0.1 0.2937
H 2.400572 -5.420262 -1.551263 -0.3 0.0 0.1 0.3316
H 1.993790 -6.980981 -2.235791 -0.4 0.1 0.0 0.4153
H 1.602899 -6.648470 -0.544212 -0.1 0.2 -0.2 0.4349
H -2.096414 -3.216981 0.609686 0.1 0.0 -0.2 0.4835
H -2.888787 -2.329897 -0.700340 0.2 -0.4 -0.1 0.4959
H -1.197830 -2.033045 -0.364865 0.0 -0.3 0.0 0.3671
C -5.284214 -1.141292 4.193651 -0.2 -0.1 0.1 -1.8776
C -4.635628 -0.438213 2.968187 0.9 -0.8 1.7 2.0829
C -4.388754 1.059170 3.297418 -0.2 0.1 -0.3 -1.1302
C -5.665627 1.895170 3.309461 0.0 -0.1 0.1 -0.5449
C -6.452195 1.714913 2.014841 0.4 0.0 0.0 -1.2099
C -6.725068 0.229976 1.656268 -2.0 0.1 -0.1 1.6034
N -5.498151 -0.629759 1.754225 2.9 2.6 -3.3 0.2963
O -4.704090 -0.363938 0.622291 -2.2 -1.2 2.8 -0.5050
C -7.834926 -0.338712 2.580038 0.0 -0.1 0.2 -1.6580
C -7.381973 0.189870 0.236979 0.8 -0.2 -0.1 -1.8193
C -3.245595 -1.144027 2.835287 -0.2 0.2 -0.7 -1.8290
H -4.534397 -1.418909 4.944792 0.1 0.2 -0.3 0.3386
H -5.998215 -0.511324 4.724561 -0.1 0.0 -0.1 0.3629
H -5.788245 -2.069855 3.900052 0.0 0.2 0.0 0.3661
H -3.698771 1.494060 2.561972 -0.1 -0.2 0.0 0.4516
H -3.891693 1.154095 4.271650 0.0 -0.3 -0.2 0.1862
H -6.288732 1.634282 4.172113 0.0 0.0 -0.1 0.2838
H -5.405128 2.952875 3.433496 -0.1 -0.1 0.0 0.3879
H -7.397700 2.265350 2.095400 0.0 -0.3 -0.1 0.3680
H -5.890072 2.196544 1.203950 0.0 -0.3 0.0 0.3847
H -7.961898 -1.417916 2.425805 0.1 0.2 0.0 0.3786
H -8.803957 0.132473 2.368108 0.3 0.0 -0.2 0.4410
H -7.657655 -0.163529 3.639149 0.1 -0.1 0.0 0.2940
H -6.766619 0.675547 -0.528445 0.1 -0.2 0.2 0.3498
H -8.344471 0.713223 0.232384 0.2 -0.1 0.4 0.4166
H -7.570824 -0.844989 -0.081058 0.1 0.2 0.1 0.4325
H -3.365094 -2.210938 2.609209 -0.1 0.2 0.0 0.4655
H -2.673867 -1.066893 3.768651 -0.4 0.1 0.0 0.3529
H -2.613796 -0.696715 2.060039 -0.3 -0.1 0.0 0.3513
C 1.576527 -1.755478 7.805817 0.1 -0.3 0.1 -1.7588
C 0.307586 -0.910680 7.501098 2.0 0.5 -0.1 1.7787
C -0.072437 -0.072247 8.751741 -0.3 -0.1 0.0 -1.1923
C -0.693158 -0.902608 9.871854 0.1 -0.1 0.0 -0.4929
C -1.867745 -1.728617 9.356805 0.1 0.4 -0.2 -1.2009
C -1.523678 -2.586576 8.110372 -0.5 -1.8 0.8 1.6736
N -0.806178 -1.808606 7.045466 -3.6 3.6 -0.6 0.2319
O -1.760704 -1.004687 6.393502 2.6 -2.4 1.3 -0.4378
C -0.663196 -3.806958 8.533198 0.2 0.0 0.1 -1.7087
C -2.848123 -3.240714 7.595141 0.2 0.6 -0.5 -1.7463
C 0.783412 0.072534 6.380874 -0.8 -0.1 -0.1 -1.8799
H 2.493070 -1.161994 7.699808 -0.4 0.1 -0.1 0.4630
H 1.603956 -2.140543 8.825373 -0.1 -0.1 -0.1 0.3016
H 1.670511 -2.598737 7.111153 -0.1 0.1 0.1 0.3643
H -0.784705 0.715044 8.470793 0.1 -0.2 -0.2 0.3730
H 0.813279 0.446160 9.141572 0.0 -0.2 -0.3 0.3349
H 0.058595 -1.555213 10.329526 0.0 0.0 -0.1 0.3064
H -1.039202 -0.234437 10.669217 0.1 -0.1 -0.1 0.3734
H -2.233187 -2.369287 10.168866 0.0 -0.1 -0.3 0.3625
H -2.690681 -1.041391 9.120175 0.1 -0.1 -0.2 0.3474
H -0.308383 -4.362458 7.655635 -0.1 0.2 0.1 0.3769
H -1.247362 -4.508764 9.143254 -0.1 0.3 -0.2 0.4405
H 0.198712 -3.546453 9.144005 0.0 0.1 -0.1 0.3074
H -3.624007 -2.501978 7.365599 0.3 0.0 -0.1 0.2699
H -3.277212 -3.910079 8.348901 0.4 0.2 0.1 0.4285
H -2.666792 -3.839209 6.691444 0.0 0.2 0.2 0.4476
H 1.071901 -0.473050 5.473789 -0.1 0.0 0.2 0.4443
H 1.656108 0.650995 6.709171 -0.2 -0.4 0.2 0.4565
H 0.020262 0.810579 6.110390 0.0 -0.3 0.0 0.3229
```
Positions in Å, forces in eV/Å.